DFT (wB97M-V/def2-TZVPD) results for a 9-piece molecular cluster, C43H109F3N7O18 overall.

```
! wB97M-V def2-TZVPD RIJCOSX def2/J DEFGRID3
* xyz 3 1
N 5.45 3.06 4.05
O 4.78 2.41 3.22
O 5.21 2.88 5.21
O 6.24 3.90 3.69
C 0.77 -11.08 -5.31
O 0.63 -10.94 -3.79
O -0.37 -11.75 -5.79
C 1.22 -9.70 -5.90
F 2.24 -9.21 -5.18
F 1.69 -9.71 -7.17
F 0.36 -8.66 -5.74
C 1.75 -11.27 -3.02
C 1.60 -10.73 -1.62
H 1.49 -9.65 -1.70
H 0.61 -11.05 -1.30
H 2.32 -11.12 -0.90
H 2.63 -10.80 -3.47
H 1.98 -12.33 -3.01
H 1.59 -11.78 -5.44
C -0.63 -0.73 0.78
C -0.98 -2.17 1.25
C 0.14 -3.15 0.92
O -1.36 -2.18 2.61
H 0.43 -0.51 0.88
H -1.34 -0.05 1.25
H -0.66 -0.63 -0.30
H -1.84 -2.46 0.65
H -0.23 -4.15 1.14
H 1.07 -2.94 1.45
H 0.41 -3.15 -0.14
C 0.40 -0.15 11.80
O 0.13 -0.23 10.38
C 0.68 0.96 9.80
C 0.56 0.83 8.26
N 0.88 -0.59 7.94
H 0.35 -1.09 8.64
H 0.38 -0.82 7.09
C 2.35 -1.07 7.88
C 2.30 -2.56 8.19
O 1.47 -2.92 9.32
C 2.26 -2.97 10.47
H -0.14 -0.98 12.26
H 0.01 0.72 12.34
H 1.45 -0.35 12.00
H 1.74 0.98 10.07
H 0.16 1.84 10.16
H 1.21 1.47 7.67
H -0.42 0.95 7.80
H 3.01 -0.52 8.56
H 2.53 -0.91 6.81
H 3.29 -3.00 8.31
H 1.82 -3.16 7.42
H 2.95 -3.82 10.56
H 1.58 -3.11 11.31
H 2.75 -2.03 10.71
C 3.01 10.41 0.56
O 2.00 9.46 0.85
C 2.49 8.28 1.42
C 1.33 7.62 2.11
N 0.03 7.61 1.25
H -0.70 7.45 1.94
H -0.22 8.50 0.84
C -0.01 6.50 0.21
C -1.39 6.44 -0.46
O -1.60 7.76 -1.01
C -2.71 7.93 -1.88
H 2.61 11.35 0.17
H 3.74 10.03 -0.15
H 3.51 10.76 1.47
H 3.22 8.39 2.21
H 2.71 7.54 0.65
H 1.04 8.18 3.00
H 1.41 6.55 2.33
H 0.21 5.55 0.69
H 0.84 6.70 -0.44
H -2.10 6.20 0.34
H -1.55 5.56 -1.09
H -2.59 7.29 -2.75
H -2.77 8.90 -2.37
H -3.69 7.69 -1.45
C -2.42 -10.89 6.48
O -2.25 -9.78 5.58
C -2.83 -8.60 6.10
C -2.38 -7.47 5.17
N -3.36 -7.25 3.97
H -4.22 -7.02 4.45
H -3.05 -6.41 3.52
C -3.70 -8.47 3.04
C -4.64 -8.00 1.90
O -4.01 -7.01 1.00
C -2.95 -7.44 0.18
H -1.85 -10.51 7.33
H -2.03 -11.85 6.13
H -3.45 -11.03 6.82
H -2.52 -8.47 7.13
H -3.91 -8.75 6.11
H -1.35 -7.49 4.81
H -2.59 -6.51 5.65
H -4.23 -9.17 3.69
H -2.74 -8.87 2.74
H -5.62 -7.73 2.29
H -4.80 -8.89 1.28
H -2.17 -8.05 0.64
H -2.50 -6.60 -0.36
H -3.34 -8.14 -0.55
C 1.69 -1.39 -7.56
O 1.16 -0.78 -8.70
C 1.90 -0.68 -9.90
C 1.88 0.81 -10.34
N 0.43 1.31 -10.57
H 0.17 0.77 -11.39
H -0.26 1.06 -9.88
C 0.32 2.70 -11.10
C 0.94 3.77 -10.17
O 2.38 3.76 -10.38
C 2.95 4.51 -11.45
H 2.71 -1.01 -7.49
H 1.76 -2.47 -7.74
H 1.15 -1.17 -6.64
H 1.34 -1.28 -10.61
H 2.91 -1.03 -9.68
H 2.45 1.16 -11.21
H 2.30 1.40 -9.53
H -0.75 2.81 -11.30
H 0.74 2.73 -12.10
H 0.65 3.50 -9.16
H 0.55 4.75 -10.45
H 4.04 4.43 -11.39
H 2.66 5.56 -11.48
H 2.68 4.12 -12.43
C -9.26 -1.70 1.85
O -8.64 -1.66 3.07
C -7.29 -1.34 3.02
C -6.93 -0.52 4.32
N -7.01 -1.55 5.52
H -7.25 -2.46 5.17
H -6.08 -1.59 5.90
C -8.12 -1.10 6.49
C -7.84 0.23 7.19
O -6.57 -0.03 7.84
C -6.19 0.97 8.77
H -9.03 -2.61 1.29
H -9.04 -0.79 1.29
H -10.34 -1.67 1.97
H -6.93 -0.77 2.16
H -6.81 -2.32 2.99
H -7.43 0.45 4.34
H -5.87 -0.33 4.15
H -8.23 -1.85 7.29
H -9.07 -1.03 5.97
H -8.62 0.45 7.91
H -7.72 1.09 6.52
H -6.88 1.81 8.88
H -5.13 1.18 8.68
H -6.22 0.44 9.72
C 4.15 3.86 -4.87
O 4.52 5.24 -5.01
C 4.54 5.78 -6.37
C 5.63 6.86 -6.32
N 5.78 7.69 -7.64
H 6.03 7.08 -8.41
H 4.87 8.08 -7.81
C 6.74 8.89 -7.54
C 6.62 9.74 -8.80
O 6.80 8.95 -10.03
C 8.21 8.75 -10.43
H 4.26 3.62 -3.81
H 4.78 3.13 -5.36
H 3.08 3.73 -5.04
H 3.58 6.29 -6.48
H 4.64 5.04 -7.16
H 6.59 6.40 -6.08
H 5.34 7.58 -5.55
H 7.71 8.40 -7.46
H 6.46 9.33 -6.58
H 7.38 10.52 -8.81
H 5.59 10.10 -8.90
H 8.20 8.07 -11.29
H 8.91 8.42 -9.67
H 8.55 9.71 -10.80
*
```

HOMO-LUMO gap = 1.28 eV
energy above the lowest of the compared OMol25 structures with the same formula, charge and spin = 255.2 kcal/mol
calculated total energy = -3739.18721 Eh
LUMO energy = -5.62 eV

DFT (wB97M-V/def2-TZVPD) results for a 12-piece molecular cluster, C43H113N17O12 overall.

```
! wB97M-V def2-TZVPD RIJCOSX def2/J DEFGRID3
* xyz 0 1
C -0.93 -3.38 -3.36
C -1.36 -3.03 -4.76
C -0.19 -2.41 -5.54
C -1.74 -4.34 -5.45
C -2.53 -4.39 -6.77
C -3.74 -3.51 -6.61
C -3.36 -2.07 -6.04
C -2.71 -1.11 -7.11
C -4.73 -1.47 -5.62
N -2.58 -2.19 -4.78
O -2.40 -0.91 -4.15
H -1.60 -4.08 -2.86
H 0.04 -3.88 -3.41
H -0.74 -2.53 -2.70
H -0.36 -2.49 -6.62
H 0.04 -1.36 -5.34
H 0.64 -3.08 -5.31
H -0.84 -4.95 -5.58
H -2.31 -4.95 -4.74
H -1.85 -4.07 -7.55
H -2.75 -5.41 -7.09
H -4.41 -3.96 -5.88
H -4.25 -3.34 -7.56
H -3.37 -0.76 -7.90
H -2.03 -1.60 -7.79
H -2.13 -0.26 -6.74
H -5.35 -1.35 -6.51
H -4.75 -0.53 -5.08
H -5.17 -2.12 -4.86
H -3.04 -1.03 -3.44
C 0.94 3.53 1.92
C 1.05 2.07 1.68
C 2.48 1.64 2.14
C -0.05 1.44 2.69
C -0.39 0.03 2.41
C -0.83 -0.05 0.96
C 0.26 0.39 -0.03
C 1.34 -0.72 -0.08
C -0.60 0.39 -1.34
N 0.71 1.73 0.30
O 1.64 2.37 -0.68
H 1.00 3.84 2.96
H 1.56 4.19 1.31
H -0.09 3.85 1.74
H 2.53 0.57 2.35
H 3.33 1.83 1.48
H 2.74 2.17 3.06
H 0.23 1.56 3.73
H -0.97 2.02 2.77
H 0.36 -0.65 2.83
H -1.32 -0.22 2.92
H -1.81 0.41 0.83
H -0.97 -1.13 0.91
H 1.94 -0.76 0.83
H 1.99 -0.38 -0.89
H 0.98 -1.73 -0.29
H -1.26 -0.47 -1.42
H 0.11 0.29 -2.16
H -1.26 1.25 -1.48
H 1.07 3.04 -1.08
C -0.73 -4.65 0.06
O -0.48 -5.22 1.32
C 0.07 -4.22 2.21
C 0.05 -4.85 3.74
C -1.38 -5.02 4.35
N 0.48 -3.71 4.50
H -1.45 -5.20 -0.55
H 0.15 -4.79 -0.58
H -1.15 -3.64 0.09
H 1.07 -4.02 1.83
H -0.41 -3.25 2.08
H 0.73 -5.69 3.91
H -1.91 -4.08 4.47
H -1.16 -5.52 5.29
H -2.03 -5.53 3.63
H 1.37 -3.36 4.20
H 0.51 -4.00 5.47
C -4.41 -4.44 -2.39
O -5.34 -4.19 -1.41
C -5.52 -2.79 -1.01
C -4.51 -2.43 0.06
C -4.65 -3.24 1.42
N -4.60 -1.01 0.36
H -4.70 -4.07 -3.37
H -4.34 -5.53 -2.46
H -3.43 -4.07 -2.09
H -5.48 -2.18 -1.91
H -6.51 -2.55 -0.62
H -3.56 -2.56 -0.46
H -4.13 -2.74 2.23
H -4.25 -4.24 1.29
H -5.69 -3.25 1.75
H -4.60 -0.41 -0.45
H -3.78 -0.76 0.90
C 3.51 -2.86 -3.78
O 3.89 -3.80 -2.81
C 4.41 -3.16 -1.57
C 5.42 -2.00 -1.79
C 6.64 -2.52 -2.59
N 5.85 -1.56 -0.48
H 3.08 -3.42 -4.61
H 4.36 -2.32 -4.19
H 2.79 -2.15 -3.36
H 3.65 -2.90 -0.84
H 4.98 -3.90 -1.01
H 4.99 -1.15 -2.32
H 6.36 -2.91 -3.56
H 7.21 -3.20 -1.95
H 7.29 -1.68 -2.85
H 5.09 -0.99 -0.14
H 5.89 -2.35 0.16
C 2.05 4.84 6.68
O 2.76 3.57 6.87
C 2.19 2.46 6.19
C 2.75 1.16 6.70
C 2.11 0.07 5.84
N 2.43 0.86 8.08
H 2.66 5.74 6.68
H 1.37 4.83 7.53
H 1.36 4.91 5.83
H 1.11 2.48 6.35
H 2.38 2.63 5.13
H 3.82 1.17 6.50
H 2.33 -0.96 6.13
H 2.29 0.25 4.78
H 1.02 0.15 5.77
H 1.48 0.76 8.42
H 2.73 1.61 8.67
C -0.82 5.14 -6.87
O 0.43 4.75 -6.41
C 0.51 4.39 -5.03
C 0.48 5.50 -4.05
C 1.67 6.48 -4.31
N 0.68 5.17 -2.64
H -1.44 4.25 -6.78
H -0.64 5.50 -7.88
H -1.28 5.93 -6.27
H -0.29 3.69 -4.83
H 1.34 3.74 -4.75
H -0.35 6.21 -4.03
H 1.88 7.05 -3.40
H 1.36 7.18 -5.08
H 2.56 5.92 -4.58
H -0.11 4.64 -2.30
H 0.56 5.93 -1.99
N -3.22 1.40 4.27
C -3.89 1.57 3.17
N -4.55 0.50 2.95
O -3.89 2.49 2.38
H -2.61 2.09 4.70
H -3.46 0.60 4.83
H -4.19 -0.28 3.49
H -5.12 0.42 2.12
N 5.58 6.49 3.18
C 4.45 6.74 2.66
N 3.97 5.68 2.23
O 3.87 7.77 2.60
H 6.11 7.27 3.55
H 6.05 5.66 2.84
H 4.57 4.88 2.36
H 3.06 5.56 1.82
N -2.10 -2.17 5.72
C -3.33 -1.67 5.80
N -3.84 -1.57 7.04
O -3.92 -1.20 4.90
H -1.81 -2.84 6.42
H -1.72 -2.34 4.80
H -3.45 -2.06 7.83
H -4.78 -1.20 7.02
N -2.00 3.17 0.28
C -2.33 3.90 -0.74
N -3.55 4.30 -0.64
O -1.59 4.01 -1.74
H -2.73 2.67 0.76
H -1.05 2.81 0.33
H -4.03 4.59 -1.49
H -3.99 3.82 0.13
N 6.58 2.86 0.49
C 6.05 2.42 1.59
N 6.20 1.09 1.81
O 5.39 3.21 2.32
H 7.02 2.22 -0.16
H 6.42 3.81 0.20
H 5.83 0.73 2.68
H 6.81 0.64 1.14
*
```

HOMO-LUMO gap = 8.15 eV
energy above the lowest of the compared OMol25 structures with the same formula, charge and spin = 36.1 kcal/mol
calculated total energy = -3539.67816 Eh
SMILES string = CC1(C)CCCC(C)(C)N1O.CC1(C)CCCC(C)(C)N1O.COC[C@H](C)N.COC[C@H](C)N.COC[C@H](C)N.COC[C@H](C)N.COC[C@H](C)N.NC(N)=O.NC(N)=O.NC(N)=O.NC(N)=O.NC(N)=O
LUMO energy = -0.04 eV